No. 1
Entry from the OMol25 dataset: the ion C12H21OS with charge +1 at a distorted geometry (the ωB97M-V functional and the def2-TZVPD basis).

Geometry (Å):
C  -0.814  0.169  1.118
C  0.571  -0.298  0.892
C  -1.488  0.620  0.074
C  0.580  -1.802  1.584
C  0.273  -4.240  1.608
C  0.768  -1.676  3.057
C  0.248  -2.973  -0.589
C  0.353  3.154  -0.420
C  0.709  2.588  -2.848
C  -1.620  3.032  -2.002
C  0.378  -2.921  0.899
C  -0.234  2.513  -1.658
O  0.862  0.282  -0.589
S  -0.454  0.660  -1.377
H  -1.239  0.063  2.102
H  1.329  0.265  1.437
H  -2.517  0.911  0.002
H  -0.546  -4.228  2.326
H  0.097  -5.041  0.895
H  1.189  -4.462  2.153
H  -0.189  -1.587  3.573
H  1.378  -0.816  3.319
H  1.264  -2.568  3.430
H  0.904  -3.748  -0.982
H  0.515  -2.031  -1.057
H  -0.772  -3.236  -0.869
H  1.340  2.750  -0.207
H  0.460  4.224  -0.592
H  -0.289  3.015  0.449
H  1.657  2.106  -2.622
H  0.909  3.628  -3.096
H  0.273  2.112  -3.724
H  -1.537  4.049  -2.382
H  -2.088  2.427  -2.776
H  -2.269  3.060  -1.130

Output
* net charge: +1
* electronic energy: -25658.616 eV
* LUMO level: -3.30 eV
* relative energy (zero: lowest compared OMol25 entry of this formula, charge and spin): 1.1734 eV

=====

No. 2
Entry from the OMol25 dataset: a structure of composition C12H22AlNSe3Si2Te (the ωB97M-V functional and the def2-TZVPD basis).

Geometry (Å):
Al  0.088  1.886  1.132
C  -1.906  -1.227  2.228
Si  -0.326  -1.424  1.221
C  -0.360  -3.084  0.314
C  1.175  -1.528  2.364
C  -0.151  0.129  0.126
C  1.266  0.311  -0.265
C  2.053  -0.529  -1.065
C  3.362  -0.188  -1.321
C  3.891  0.989  -0.783
C  3.079  1.777  -0.005
N  1.807  1.442  0.243
Si  -1.260  0.205  -1.427
C  -2.993  0.678  -0.858
C  -1.348  -1.378  -2.459
C  -0.576  1.520  -2.597
H  -1.984  -1.994  3.000
H  -2.793  -1.295  1.596
H  -1.908  -0.250  2.717
H  -0.405  -3.886  1.055
H  0.536  -3.251  -0.289
H  -1.230  -3.190  -0.335
H  1.074  -2.364  3.059
H  1.281  -0.623  2.965
H  2.106  -1.669  1.808
H  1.609  -1.431  -1.464
H  3.979  -0.830  -1.937
H  4.915  1.278  -0.971
H  3.428  2.699  0.440
H  -3.458  -0.124  -0.283
H  -3.642  0.902  -1.707
H  -2.941  1.567  -0.226
H  -1.802  -2.207  -1.914
H  -0.368  -1.702  -2.815
H  -1.966  -1.187  -3.339
H  -0.509  2.491  -2.105
H  -1.228  1.641  -3.464
H  0.422  1.264  -2.965
Se  0.408  1.925  3.470
Se  -0.818  3.726  4.296
Te  -1.807  4.989  2.280
Se  -0.698  3.941  0.283

Output
* electronic energy: -239981.742 eV
* LUMO level: -0.45 eV